(1)
This record from the OMol25 dataset describes a cluster of 3 separate species, C3H8O7 in total at a distorted geometry. The level of theory is ωB97M-V/def2-TZVPD.

ORCA input file:
```
! RIJCOSX wB97M-V def2-TZVPD def2/J DEFGRID3
* xyz 0 1
O 0.83860 -2.22889 1.69017
O -2.41937 -0.47831 -0.88099
O -0.26842 -2.13344 -0.29834
O 2.32552 0.08235 1.18971
O 0.79354 2.77654 -1.71128
O -1.18904 2.76833 -0.60125
O 0.38676 1.32057 -0.11103
C 0.28557 -1.38629 0.71790
C 1.49978 -0.38753 0.33449
C -0.09415 2.31273 -0.74019
H 0.49033 3.61893 -1.96318
H -3.32016 -0.46740 -0.53858
H 1.91190 -0.56921 -0.74248
H -1.15131 -1.75887 -0.59142
H -0.50322 -0.87749 1.24669
H 2.04545 0.10294 2.09736
H 0.67242 -3.11317 1.35144
H -2.30422 0.41820 -0.44901
*
```

Results
Energy relative to the best compared isomer or geometry (same formula, charge and spin): 1.950 eV
HOMO-LUMO gap: 0.329 Ha

Here are the Mulliken charges for atoms 1 to 2, given in e: -0.522, -0.636

=====

(2)
This record from the OMol25 dataset describes a structure of composition C44H49Cl3N8O6SSiSr at a distorted geometry. The level of theory is ωB97M-V/def2-TZVPD.

ORCA input file:
```
! RIJCOSX wB97M-V def2-TZVPD def2/J DEFGRID3
* xyz -2 1
Sr 0.30306 0.03413 0.33428
Cl -3.36364 -2.79389 2.78996
Cl -2.61112 -0.40690 7.55688
Cl 0.13506 1.33289 3.27132
S -1.76717 2.24653 0.21007
Si -4.74955 2.97220 -0.89197
O 2.52457 6.35146 -0.83378
O -1.35062 -0.84571 1.82881
O 1.78234 -1.02409 1.68131
O 3.97112 -1.69321 5.19962
O 2.79439 0.11616 -0.82146
O 0.53381 1.58240 -1.83158
N -0.07024 1.88998 -3.97635
N 4.30537 2.02021 0.48680
N 1.46645 4.49835 -1.54303
N 0.32578 -2.37005 -0.68596
N 4.29809 0.11579 1.90282
N -1.91292 -0.04009 -1.14518
N -0.43728 -4.72251 -0.79637
N 3.70663 -0.63638 2.91512
C -3.84610 -0.82722 -2.32121
C -2.22818 -5.29796 -2.38902
C 2.20703 -3.01100 6.02940
C 0.78619 -2.64785 3.68976
C -3.90230 4.45821 -1.66935
C 2.02540 -2.03038 3.82314
C 4.70389 4.90162 0.22233
C 0.96609 -3.60315 5.87470
C -2.24856 -0.51930 5.84758
C -2.98573 -5.96837 -1.24581
C -3.88105 1.35586 -1.28343
C -2.58503 -1.54751 3.72944
C -2.88700 -1.46839 5.07360
C -4.50077 0.37129 -2.02852
C 3.66275 1.10107 1.47438
C 2.51542 -1.15586 2.70176
C 0.24733 -3.43207 4.69734
C -0.03853 1.49837 -5.36919
C -2.55499 -0.96161 -1.85546
C -0.02920 -3.46564 -0.73765
C 0.52864 1.17299 -2.98506
C -1.16512 -5.28024 0.34759
C -1.64134 -0.72078 3.05610
C 6.58574 0.86934 -2.28646
C -2.66475 -5.28169 0.07891
C -2.55541 1.10435 -0.80811
C -6.45563 2.88617 -1.71611
C -1.04718 0.23649 3.93340
C -1.32087 0.33804 5.28033
C 3.52987 4.27366 -0.22501
C 2.48110 5.13071 -0.88075
C 3.26447 2.95460 -0.02082
C -5.06843 3.24549 0.93452
C 5.52038 4.10781 1.03432
C 6.10010 1.55011 -1.17212
C 4.85639 1.25275 -0.66838
C -0.73147 -5.30451 -2.10359
C 2.75462 -2.22824 5.01047
C -0.98152 2.96466 -3.62258
C 1.11500 -0.17107 -3.31735
C 5.33061 2.78229 1.25197
C 3.96970 0.30576 -1.26474
C 5.78453 -0.10991 -2.86501
C 4.52426 -0.39382 -2.37426
H 0.55190 -4.19380 6.68449
H -1.05830 3.01938 -2.53882
H -4.31838 -1.61766 -2.89005
H -2.70092 -7.02668 -1.19346
H -1.97650 2.74832 -4.02361
H -0.35468 -6.33367 -2.10174
H -3.60457 -2.14939 5.50943
H -4.44905 5.37216 -1.41911
H 4.18597 -1.22325 4.32912
H -7.07648 2.08943 -1.29897
H -5.51207 0.52460 -2.39220
H 2.78114 -3.13211 6.94006
H -0.91959 -4.68703 1.22737
H 7.56526 1.09934 -2.68592
H -2.42112 -5.80182 -3.33956
H -3.88601 4.36555 -2.75877
H 0.23665 -2.45802 2.77512
H -3.17872 -5.76972 0.90930
H -2.87951 4.55217 -1.30894
H 6.35169 4.55395 1.57311
H -5.81644 4.03263 1.07049
H 0.66519 5.08344 -1.71395
H -0.41162 2.33129 -5.96369
H 6.68782 2.31875 -0.68742
H 4.84201 5.96259 0.10138
H -1.98339 -1.86377 -2.06548
H -0.63609 3.92138 -4.02291
H 1.27562 3.51639 -1.40096
H -4.15135 3.52568 1.44904
H -0.79799 -6.29952 0.50998
H -0.80755 1.07576 5.88050
H 2.39880 2.40778 -0.35353
H 6.15440 -0.66718 -3.72112
H -0.66828 0.62585 -5.57571
H 5.92545 2.14175 1.87945
H -0.73523 -3.87305 4.57888
H 0.32092 -0.90638 -3.16179
H -6.37949 2.72640 -2.79470
H 1.48021 -0.26066 -4.33763
H 3.91682 -1.17172 -2.82434
H 0.97690 1.28651 -5.70209
H -0.17324 -4.74699 -2.85458
H -2.56521 -4.26180 -2.49104
H -5.44400 2.33230 1.40164
H 2.70465 1.48298 1.81303
H -3.01048 -4.24559 0.05022
H -4.06047 -5.93754 -1.43576
H 1.91288 -0.36250 -2.59910
H -6.98203 3.83124 -1.55802
*
```

Results
Energy relative to the best compared isomer or geometry (same formula, charge and spin): 3.490 eV
HOMO-LUMO gap: 0.181 Ha

Here are the Mulliken charges for atoms 1 to 2, given in e: 0.926, -0.266

=====

(3)
This record from the OMol25 dataset describes a structure of composition C3H6FNOS at a distorted geometry. The level of theory is ωB97M-V/def2-TZVPD.

ORCA input file:
```
! RIJCOSX wB97M-V def2-TZVPD def2/J DEFGRID3
* xyz 0 1
S 2.49312 0.64545 0.81991
F -0.76434 -0.02609 1.77314
O 0.36308 0.31624 -1.00343
N 0.91392 -0.96289 -0.53854
C -1.09775 0.14994 -0.56411
C 2.01704 -0.83250 0.28601
C -1.33676 0.89381 0.67342
H 1.14773 -1.50502 -1.76881
H -1.58409 0.80896 -1.23668
H -1.50453 -0.81923 -0.59835
H 2.63037 -1.69240 0.45267
H -2.38418 1.15341 0.92759
H -0.89361 1.87032 0.77717
*
```

Results
Energy relative to the best compared isomer or geometry (same formula, charge and spin): 5.231 eV
HOMO-LUMO gap: 0.300 Ha

Here are the Mulliken charges for atoms 1 to 2, given in e: -0.226, -0.343

=====

(4)
This record from the OMol25 dataset describes a structure of composition C35H24BaBrN10O8S at a distorted geometry. The level of theory is ωB97M-V/def2-TZVPD.

ORCA input file:
```
! RIJCOSX wB97M-V def2-TZVPD def2/J DEFGRID3
* xyz -1 1
Ba -1.29953 -0.33881 -0.29959
Br 4.38248 -5.75108 -2.21028
S -2.70590 2.06453 1.28760
O -0.76849 -0.21683 -4.63533
O -0.47330 2.07429 -5.93709
O -0.23369 4.20003 -5.37218
O -2.91713 0.96242 0.33283
O -1.34632 2.59389 1.17894
O -1.28440 -0.81270 -2.54114
O -3.73949 3.05536 1.23491
O -2.83130 1.38841 2.71990
N 2.90127 1.21437 -3.50826
N -1.04549 -1.05573 2.06331
N 4.52857 5.33909 4.18624
N -0.77497 1.63289 -1.63058
N 0.83658 0.42323 0.66347
N -0.59208 2.93838 -1.43148
N -3.37245 -2.15727 0.06705
N 1.71559 -0.54582 -1.71841
N -0.92996 -3.32947 -0.56786
N -2.06667 0.00051 4.44994
C 0.45192 0.80357 1.88827
C -1.92249 -4.05304 -0.26718
C -2.34689 -1.20031 4.03157
C -0.71700 0.16755 2.45464
C 1.86760 -0.85567 -2.99639
C 2.70913 -5.00657 -1.70378
C 1.16730 1.79286 2.59071
C 3.09242 3.41997 4.16859
C 2.28012 2.37586 2.03263
C 2.14369 0.65292 -1.32135
C 3.80167 4.37122 2.11744
C 1.46061 -3.41155 -0.43702
C 2.44873 0.02881 -3.89706
C -5.57758 -2.39965 0.95484
C -0.55083 2.68165 -3.60926
C -0.46213 3.60462 -2.58473
C 1.88051 1.03585 0.09107
C 4.50665 5.30710 2.85653
C 2.67839 -3.95896 -0.79669
C -4.52287 -1.63322 0.46948
C 2.64303 1.98836 0.73432
C -0.40457 3.04561 -5.04654
C 3.82450 4.40037 4.81585
C 0.32925 -4.96720 -1.88547
C -0.96384 0.01881 -3.42583
C -1.97093 -1.70439 2.76872
C -1.60736 0.87268 3.41772
C 1.54773 -5.51053 -2.26195
C -0.76354 1.44306 -2.94376
C -4.22989 -4.32853 0.58033
C -3.22554 -3.48429 0.12394
C 2.74473 1.52407 -2.22639
C -5.42662 -3.77280 1.00823
C 3.06386 3.39160 2.77628
C 0.27616 -3.92320 -0.96311
H -0.58320 -5.32272 -2.34777
H -2.79567 -1.87333 4.76001
H 2.52900 -0.20921 -4.95014
H 0.81844 2.08900 3.56783
H -2.20172 -2.71869 2.47058
H -4.06718 -5.39855 0.60890
H 3.08928 2.50595 -1.92436
H -1.85092 -5.14751 -0.24048
H -0.61699 1.16024 -5.51189
H -1.15165 1.75223 3.86486
H 1.59434 -6.31079 -2.98725
H 2.56972 2.67382 4.75108
H 1.39962 -2.57696 0.24938
H 3.85136 4.43618 5.89942
H -4.58966 -0.55325 0.42458
H -0.70638 3.25243 -0.46757
H 3.81331 4.43020 1.03777
H 5.08212 6.07762 2.35492
H -6.49011 -1.92205 1.28314
H 1.50227 -1.82736 -3.30884
H 3.59851 -3.56296 -0.39003
H -0.31263 4.66929 -2.63645
H -6.22190 -4.40428 1.38286
H 3.53078 2.38437 0.26284
*
```

Results
Energy relative to the best compared isomer or geometry (same formula, charge and spin): 2.731 eV
HOMO-LUMO gap: 0.226 Ha

Here are the Mulliken charges for atoms 1 to 2, given in e: 2.451, -0.218

=====

(5)
This record from the OMol25 dataset describes a structure of composition C21H21I2IrN3OSSe. The level of theory is ωB97M-V/def2-TZVPD.

ORCA input file:
```
! RIJCOSX wB97M-V def2-TZVPD def2/J DEFGRID3
* xyz 1 5
Ir -0.73375 -0.02748 0.27158
I -1.42797 4.72769 -1.98643
I -2.83571 1.33765 -6.67410
Se 1.57461 -0.39020 -0.30582
S -2.28392 -0.00363 2.04994
O -1.18771 1.79739 -0.67568
N -3.91698 1.91652 1.04630
N -2.25012 2.69994 2.19693
N -1.52455 -0.63709 -1.71859
C -2.89734 3.92187 1.71382
C -2.29128 1.45076 -4.66716
C 5.17670 -3.29873 3.77949
C -2.09726 2.67834 -4.10189
C -1.53498 1.71797 -1.94044
C 4.28801 -2.62102 2.77959
C -2.11024 0.27381 -3.88563
C -2.08100 -2.10334 -3.50598
C 2.90900 -2.81148 2.82048
C 2.05466 -2.19706 1.92127
C -1.72314 2.82098 -2.75004
C 0.58344 -2.48649 2.01548
C 2.61419 -1.34332 0.94943
C 4.81465 -1.80451 1.78543
C 4.00897 -1.16005 0.86023
C -1.73110 0.42830 -2.53660
C -4.05663 3.36488 0.85836
C 4.64173 -0.29117 -0.19129
C -1.69690 -1.85806 -2.18434
C -2.83348 1.60896 1.73999
C -2.28268 -1.04411 -4.35177
H -2.57403 -1.20951 -5.38061
H 5.03294 -4.38008 3.75515
H 4.94224 -2.96281 4.79123
H 5.72604 -0.34289 -0.11719
H 5.88801 -1.66587 1.72835
H -1.52410 -2.67106 -1.49007
H -4.45251 1.21359 0.56698
H -1.37061 2.66272 2.68250
H 6.22676 -3.08831 3.58512
H 4.35548 -0.60478 -1.19618
H 4.34531 0.75320 -0.08032
H -2.20132 4.50265 1.11272
H -3.25125 4.52305 2.54900
H -2.22755 3.57273 -4.69619
H 2.48853 -3.47252 3.57008
H -2.21109 -3.12183 -3.84268
H 0.05634 -1.69789 2.55959
H -5.02816 3.70616 1.20803
H 0.13185 -2.58725 1.02721
H 0.41590 -3.42191 2.54772
H -3.93802 3.62525 -0.19299
*
```

Results
<S²>: 6.029
HOMO-LUMO gap (spin up / spin down): 0.275 / 0.204 Ha

Here are the Mulliken charges for atoms 1 to 2, given in e: 1.829, 0.100

=====

(6)
This record from the OMol25 dataset describes a cluster of 2 separate species, C8H19OP in total at a distorted geometry. The level of theory is ωB97M-V/def2-TZVPD.

ORCA input file:
```
! RIJCOSX wB97M-V def2-TZVPD def2/J DEFGRID3
* xyz 0 1
P 0.87022 0.87491 0.92194
O 0.14346 -0.54854 1.46661
C 3.21507 1.24181 -0.68819
C 2.21219 0.18821 -0.20675
C -3.45397 0.07365 1.32755
C -2.62847 0.26642 0.14625
C 1.35946 -0.31898 -1.38483
C 2.82984 -0.99373 0.48066
C -2.12573 1.44132 -0.17876
C -2.78367 -1.01004 -0.79073
H -0.77359 -0.43364 1.27840
H 0.78777 0.42889 -1.83658
H 2.78967 -0.70876 1.54024
H 4.02238 1.43122 0.01802
H 2.08361 -0.67489 -2.23724
H -3.79964 -1.23778 -0.86098
H 1.82827 0.76145 1.92131
H 2.77776 2.12866 -1.08392
H 3.83369 0.67959 -1.42665
H -2.07336 2.22497 0.49942
H -3.18350 0.66621 2.22465
H 3.87558 -1.17182 0.19602
H -4.49644 0.31881 1.02105
H -2.39605 -1.78579 -0.13217
H 0.70226 -1.22934 -1.21194
H -1.92314 1.50523 -1.25447
H -2.39766 -1.05219 -1.81255
H 2.30825 -2.10472 0.36691
H -3.60424 -0.96113 1.69672
*
```

Results
Energy relative to the best compared isomer or geometry (same formula, charge and spin): 1.729 eV
HOMO-LUMO gap: 0.350 Ha
SMILES string: CC(C)(C)PO.C=C(C)C

Here are the Mulliken charges for atoms 1 to 2, given in e: 0.060, -0.538

=====

(7)
This record from the OMol25 dataset describes the molecule C6H8 at a distorted geometry. The level of theory is ωB97M-V/def2-TZVPD.

ORCA input file:
```
! RIJCOSX wB97M-V def2-TZVPD def2/J DEFGRID3
* xyz 0 1
C -2.06748 1.98119 0.41089
C 0.15219 -0.96910 -1.21297
C 0.39135 0.98501 0.62015
C 1.06012 -1.47320 -0.20314
C 0.30460 -0.48632 0.54374
C -0.94833 1.54599 0.50272
H 2.09805 -1.36525 -0.40741
H 0.76603 -2.42080 0.18913
H 0.53260 -0.57219 -2.17083
H -3.04617 2.37465 0.32787
H -0.21696 -0.94946 1.40244
H 0.81894 1.31103 1.56731
H 1.00066 1.32854 -0.21187
H -0.84561 -1.29009 -1.35803
*
```

Results
Energy relative to the best compared isomer or geometry (same formula, charge and spin): 3.837 eV
HOMO-LUMO gap: 0.351 Ha
SMILES string: C#CCC1CC1

Here are the Mulliken charges for atoms 1 to 2, given in e: 0.119, -0.742

=====

(8)
This record from the OMol25 dataset describes a structure of composition C10H20F3InLi4O20P2 at a distorted geometry. The level of theory is ωB97M-V/def2-TZVPD.

ORCA input file:
```
! RIJCOSX wB97M-V def2-TZVPD def2/J DEFGRID3
* xyz -2 1
In 2.55858 0.36964 0.46290
P 2.91856 -2.80645 0.95832
P -0.61399 -0.74263 -0.08778
F 1.67847 2.23495 -5.55565
F 2.28013 0.36764 -4.66966
F 2.81611 2.25109 -3.70823
O -0.21360 0.61362 0.53524
O 0.72335 -1.29213 -0.67322
O 3.92645 -3.53647 1.81418
O -1.80229 -4.09107 -0.26425
O -1.22511 2.94717 0.86958
O -0.25609 0.44358 -3.96124
O 2.17345 -1.72368 1.85135
O -0.96961 0.02567 3.11122
O 2.96767 0.10577 3.74538
O -3.70443 0.07591 -2.79033
O 3.52138 -2.00863 -0.20647
O -3.82798 -1.75642 -0.64801
O 1.07143 1.69165 2.56906
O 3.07858 2.89804 7.38146
O 1.78863 -3.69954 0.38443
O -1.16202 -1.79227 0.92210
O -2.91727 -2.13536 2.87548
O 1.15787 4.53300 6.23935
O -1.44926 -0.43272 -1.38159
O 0.71787 1.41467 -2.23729
C -1.51924 -0.86957 -5.48924
C 1.04679 3.13109 4.41086
C 1.43270 1.94139 3.70787
C 2.91686 1.40657 5.67386
C 1.85468 1.61511 -4.35477
C -0.87481 0.47406 -5.23061
C 0.54629 1.57024 -3.53414
C 2.44872 1.00557 4.36789
C 1.57156 3.54434 5.66471
C 2.55659 2.61722 6.31753
Li -1.11938 1.48495 -1.06431
Li 0.14315 -0.84305 -2.54933
Li 0.43397 -2.70349 1.32106
Li 1.91078 -2.70331 -1.19848
H -4.32316 -0.41204 -2.23410
H -2.82809 -0.20214 -2.46224
H -0.47414 2.41522 1.19071
H -3.01213 -1.24274 -0.82817
H 0.30906 3.70159 3.86037
H -1.94211 -0.92065 -6.48980
H -0.68464 0.22902 2.19615
H -2.30096 -2.02172 2.10978
H -0.16347 0.65782 -6.04284
H -2.57943 -2.90047 3.34870
H -1.58633 -0.70378 3.01391
H -0.78672 -1.65911 -5.30469
H -1.60293 -3.20609 0.14454
H -1.16386 3.78324 1.33744
H -0.00985 2.51508 -3.69787
H 3.68408 0.74607 6.05926
H -1.64297 1.25466 -5.26237
H -2.32161 -1.02023 -4.76206
H -3.52785 -2.66857 -0.55441
H -1.62848 -3.97130 -1.20152
*
```

Results
HOMO-LUMO gap: 0.102 Ha

Here are the Mulliken charges for atoms 1 to 2, given in e: 0.937, 0.890